The following is a DFT calculation (wB97M-V/def2-TZVPD) of 2 unconnected molecules or ions with the total composition C8H9BrF3NOS at a distorted geometry.

Structure (XYZ):
```
24
Properties=species:S:1:pos:R:3
C 2.793 -0.006 -0.677
C 2.518 -1.224 -1.231
C 2.308 0.012 0.669
C 1.690 -1.146 1.021
C -1.912 0.045 1.725
C -1.808 -1.216 -0.260
C -1.000 1.018 -0.215
C -0.769 1.037 -1.665
N -1.578 -0.027 0.298
O -0.871 2.183 0.553
F -0.331 -0.107 -2.174
F -1.913 1.309 -2.528
F 0.090 2.056 -2.003
S 1.690 -2.263 -0.230
Br 2.574 1.531 1.777
H 3.073 0.829 -1.139
H 2.494 -1.465 -2.284
H -1.352 -0.733 2.190
H -1.636 0.908 2.172
H -3.001 -0.026 1.804
H -2.363 -1.878 0.363
H -1.882 -1.322 -1.326
H 1.384 -1.459 1.967
H -0.200 1.946 1.192
```

The relative energy (zero: lowest compared OMol25 entry of this formula, charge and spin) is 48.62 kcal per mole. The orbital gap (spin up / spin down) is 7.78 / 7.78 eV.


The following is a DFT calculation (wB97M-V/def2-TZVPD) of a molecular structure, C8H9BrN2OS at a distorted geometry.

Structure (XYZ):
```
22
Properties=species:S:1:pos:R:3
C -1.937 1.467 -1.043
C -1.299 0.513 -1.794
C -1.958 1.381 0.358
C -0.704 -0.522 -1.161
C -1.536 0.249 0.953
C -0.822 -0.661 0.239
C -0.223 -1.869 0.894
C 2.331 0.878 -0.530
N 1.422 -0.253 1.772
N 0.883 -1.613 1.569
O -0.797 -2.953 0.797
S 3.079 -0.219 -1.589
Br 3.494 2.116 0.183
H -2.047 2.484 -1.449
H -1.220 0.669 -2.982
H -2.469 2.155 0.870
H -0.139 -1.291 -1.665
H -1.604 0.235 2.035
H 1.535 -0.064 0.676
H 0.655 0.368 2.021
H 1.532 -2.409 1.779
H 1.824 -0.660 -1.934
```

The relative energy (zero: lowest compared OMol25 entry of this formula, charge and spin) is 107.74 kcal per mole. The orbital gap is 7.88 eV.


The following is a DFT calculation (wB97M-V/def2-TZVPD) of 2 unconnected molecules or ions with the total composition C8H9BrS2 at a distorted geometry.

Structure (XYZ):
```
20
Properties=species:S:1:pos:R:3
C -0.698 -1.365 -1.801
C -1.469 -0.997 -0.716
C 0.689 -1.373 -1.578
C -0.936 -0.405 0.418
C 1.328 -0.897 -0.381
C 0.489 -0.292 0.536
C 0.484 2.702 0.388
C 1.006 0.590 1.603
S 2.758 0.707 1.604
S 0.052 0.837 3.058
Br -1.161 3.315 1.364
H -1.176 -1.765 -2.682
H -2.452 -1.080 -0.831
H 1.327 -1.740 -2.324
H -1.649 -0.072 1.075
H 2.423 -0.874 -0.152
H 0.122 2.633 -0.597
H 1.307 3.438 0.492
H 3.005 1.367 2.666
H 0.696 1.922 3.538
```

The relative energy (zero: lowest compared OMol25 entry of this formula, charge and spin) is 55.83 kcal per mole. The orbital gap (spin up / spin down) is 6.96 / 7.00 eV.


The following is a DFT calculation (wB97M-V/def2-TZVPD) of a molecular structure, C8H9CaO6P at a distorted geometry.

Structure (XYZ):
```
25
Properties=species:S:1:pos:R:3
O -0.293 3.905 -1.895
C -0.292 2.810 -1.912
Ca -0.293 0.588 -1.433
O -0.295 0.611 -5.166
C -0.294 0.608 -4.016
C -0.296 -1.552 -1.916
O -0.295 -2.691 -1.891
C -2.480 0.610 -1.911
O -3.590 0.612 -1.895
C 1.881 0.612 -1.918
O 3.006 0.606 -1.889
C -0.097 0.656 3.042
P 0.115 -0.233 1.529
C 1.846 -0.636 1.238
C -0.954 -1.677 1.495
O -0.320 0.706 0.441
H 0.184 0.096 3.925
H -1.140 0.972 3.179
H 0.485 1.588 3.051
H 2.275 -1.273 2.013
H 2.039 -1.148 0.281
H 2.476 0.271 1.202
H -2.016 -1.397 1.605
H -0.912 -2.258 0.547
H -0.739 -2.385 2.293
```

The relative energy (zero: lowest compared OMol25 entry of this formula, charge and spin) is 49.75 kcal per mole. The orbital gap is 9.90 eV. As for the total charge: +2.


The following is a DFT calculation (wB97M-V/def2-TZVPD) of a molecular structure, C8H9CeN6O4S at a distorted geometry.

Structure (XYZ):
```
29
Properties=species:S:1:pos:R:3
Ce -1.592 1.175 0.253
C 2.884 -0.445 -0.103
C 1.410 -0.282 -0.014
N 0.826 0.856 0.078
N 1.570 1.989 -0.060
C 1.052 3.080 0.456
N 1.662 4.222 0.133
S -0.262 3.176 1.623
C 0.508 -1.458 -0.057
C 0.985 -2.749 0.013
C 0.090 -3.809 -0.071
C -1.258 -3.550 -0.232
C -1.660 -2.231 -0.285
N -0.807 -1.207 -0.193
H 3.359 0.524 -0.208
H 3.148 -1.076 -0.955
H 3.261 -0.925 0.804
H 2.413 4.209 -0.538
H 1.345 5.093 0.517
H 2.045 -2.927 0.134
H 0.449 -4.829 -0.016
H -1.986 -4.345 -0.317
H -2.706 -1.982 -0.415
O -2.440 2.876 -0.831
N -1.652 2.576 -1.767
O -1.574 1.318 -1.925
O -4.728 0.002 1.235
N -3.688 0.397 0.942
O -2.651 0.323 1.797
```

The relative energy (zero: lowest compared OMol25 entry of this formula, charge and spin) is 14.42 kcal per mole. The orbital gap is 6.33 eV. As for the total charge: +1.


The following is a DFT calculation (wB97M-V/def2-TZVPD) of a molecular structure, C8H9Cl2IrN4OSe at a distorted geometry.

Structure (XYZ):
```
26
Properties=species:S:1:pos:R:3
Ir 0.227 0.021 -0.087
Cl -0.209 2.189 1.125
C -0.920 2.995 -0.289
Cl -0.980 1.781 -1.592
H -0.278 3.823 -0.602
H -1.931 3.334 -0.055
C 3.560 0.123 0.267
O 2.337 -0.101 0.975
H 3.918 -0.787 -0.215
H 4.314 0.486 0.971
H 3.386 0.888 -0.488
H 2.491 -0.831 1.590
Se -1.555 -4.702 -2.351
N -2.945 -4.432 -1.394
C -2.966 -3.348 -0.637
C -4.001 -2.942 0.221
C -3.825 -1.780 0.943
C -2.659 -1.034 0.820
N -1.648 -1.405 0.013
C -1.800 -2.517 -0.689
N -0.840 -3.024 -1.562
H -4.894 -3.543 0.298
H -4.586 -1.437 1.625
H -2.523 -0.117 1.375
N 0.975 -1.439 -1.434
C 0.247 -2.327 -1.649
```

The orbital gap (spin up / spin down) is 6.81 / 7.05 eV. Its spin multiplicity is 5. As for the total charge: +2.


The following is a DFT calculation (wB97M-V/def2-TZVPD) of a molecular structure, C8H9Cl3GeN4PdS at a distorted geometry.

Structure (XYZ):
```
27
Properties=species:S:1:pos:R:3
Pd 0.251 -1.501 -0.703
C -1.659 2.108 0.840
C -0.731 1.104 0.245
N -1.121 0.113 -0.463
N -2.429 -0.040 -0.796
C -2.629 -1.065 -1.553
N -3.873 -1.354 -1.962
S -1.367 -2.141 -2.204
C 0.736 1.205 0.413
C 1.351 2.204 1.139
C 2.740 2.249 1.174
C 3.468 1.303 0.479
C 2.780 0.318 -0.212
N 1.450 0.282 -0.244
H -2.680 1.886 0.554
H -1.402 3.115 0.507
H -1.582 2.080 1.930
H -4.638 -0.763 -1.685
H -4.054 -2.155 -2.541
H 0.758 2.936 1.669
H 3.242 3.023 1.738
H 4.549 1.310 0.476
H 3.302 -0.458 -0.755
Cl -0.563 -5.257 0.636
Ge 0.726 -3.828 -0.204
Cl 2.715 -4.528 -0.045
Cl 0.660 -2.149 1.568
```

The orbital gap (spin up / spin down) is 6.50 / 6.12 eV. Its spin multiplicity is 2. As for the total charge: +1.


The following is a DFT calculation (wB97M-V/def2-TZVPD) of 2 unconnected molecules or ions with the total composition C8H9ClNO at a distorted geometry.

Structure (XYZ):
```
20
Properties=species:S:1:pos:R:3
C -3.037 0.113 -0.456
C -2.183 0.866 -1.275
C -2.540 -0.418 0.678
C -0.849 1.065 -0.909
C -1.209 -0.172 1.042
C 1.927 -1.025 -0.466
C 3.188 -1.065 0.055
C 0.956 0.807 0.670
N -0.427 0.613 0.331
O 1.102 -1.523 -1.116
Cl 1.882 2.107 0.024
H -3.980 -0.156 -0.684
H -2.370 1.120 -2.318
H -3.064 -1.040 1.315
H -0.208 1.853 -1.391
H -0.822 -0.615 1.924
H 3.855 -1.685 -0.525
H 3.634 -0.139 0.210
H 3.103 -1.380 1.157
H 1.042 0.674 1.735
```

The relative energy (zero: lowest compared OMol25 entry of this formula, charge and spin) is 25.65 kcal per mole. The orbital gap is 7.69 eV. As for the total charge: +1.


The following is a DFT calculation (wB97M-V/def2-TZVPD) of a molecular structure, C8H9F6NO7S2Tl at a distorted geometry.

Structure (XYZ):
```
34
Properties=species:S:1:pos:R:3
Tl -0.659 0.656 -0.255
C -5.406 1.703 1.620
F -4.768 2.747 2.153
F -5.064 0.595 2.225
F -6.722 1.922 1.574
S -4.776 1.552 -0.256
O -3.527 0.790 -0.259
O -5.819 0.837 -0.979
O -4.598 2.915 -0.747
C 4.612 -0.582 1.004
F 4.158 -1.381 2.021
F 5.886 -0.267 1.249
F 4.429 -1.216 -0.163
S 3.425 0.975 1.151
O 2.013 0.499 1.082
O 3.784 1.674 2.343
O 3.730 1.903 0.006
N 1.006 -1.043 -1.987
C 1.728 -2.180 -1.671
C 2.689 -2.778 -2.439
C 2.866 -2.233 -3.710
C 2.122 -1.091 -4.178
C 1.208 -0.589 -3.253
H 1.647 -2.492 -0.640
H 3.230 -3.583 -1.964
H 3.616 -2.661 -4.359
H 2.143 -0.615 -5.148
H 0.816 0.407 -3.399
C -2.265 0.885 3.346
O -2.000 0.004 2.237
H -1.577 1.729 3.389
H -3.235 1.381 3.376
H -2.120 0.290 4.247
H -2.572 -0.753 2.383
```

The orbital gap is 2.13 eV. As for the total charge: +1.


The following is a DFT calculation (wB97M-V/def2-TZVPD) of a single C8H9IO2 molecule at a distorted geometry.

Structure (XYZ):
```
20
Properties=species:S:1:pos:R:3
C -0.476 -1.733 1.273
C -1.056 0.584 0.498
C 1.117 1.413 -0.067
C 0.856 -0.615 -1.145
C 0.018 -0.321 1.159
C -0.298 1.348 -0.599
C 1.210 -0.040 0.237
C -0.046 0.237 -1.583
O -0.779 -2.334 2.272
O -0.934 -2.134 0.060
I -0.984 0.179 -3.408
H -1.953 -0.062 0.179
H -1.486 1.175 1.332
H 1.997 1.598 -0.734
H 1.248 2.101 0.760
H 1.110 -1.581 -1.463
H -1.218 -1.404 -0.729
H 0.384 -0.084 2.242
H -0.898 2.172 -0.957
H 2.187 -0.499 0.673
```

The relative energy (zero: lowest compared OMol25 entry of this formula, charge and spin) is 0.00 kcal per mole. The orbital gap is 9.64 eV. Its SMILES is O=C(O)[C@@H]1C[C@H]2C[C@@H]1C=C2I.


| no. | calculated total energy (hartree) |
| --- | --- |
| 1 | -3711.91552 |
| 2 | -3467.03260 |
| 3 | -3680.48361 |
| 4 | -1780.07781 |
| 5 | -1812.71553 |
| 6 | -4029.86417 |
| 7 | -4512.69950 |
| 8 | -900.08129 |
| 9 | -2459.17694 |
| 10 | -758.33842 |